C38H42N8O6PtS | ωB97M-V with the def2-TZVPD basis set

Values from the calculation:
⟨S²⟩   6.08
Energy relative to the best compared isomer or geometry (same formula, charge and spin)   0.574 eV
Frontier orbital gap (alpha / beta)   6.99 / 6.32 eV
Total energy   -2880.073164 Ha
2S+1   5

Element x y z (Å)
1 Pt -0.467 -0.528 -1.719
2 S -0.395 0.349 5.606
3 O -3.634 -4.334 2.517
4 O -1.301 1.440 5.859
5 O -2.765 -0.485 2.216
6 O -2.271 -4.029 -3.082
7 O -2.833 -3.302 4.239
8 O 0.015 -0.519 6.683
9 N 0.360 -1.713 -3.497
10 N -1.972 -1.940 -2.120
11 N -2.276 -0.250 -0.011
12 N -0.384 1.687 0.858
13 N 0.824 0.838 -1.749
14 N -0.638 -2.460 2.738
15 N -2.805 -3.635 3.063
16 N -0.417 -2.677 0.537
17 C 3.562 0.252 -1.218
18 C 1.766 1.959 5.853
19 C -0.656 2.235 -4.284
20 C 4.018 2.459 -2.342
21 C -0.157 3.206 -3.207
22 C -1.709 -3.193 2.267
23 C 1.240 -3.605 -5.284
24 C -5.731 -1.397 -0.357
25 C 1.708 1.736 -2.163
26 C -4.364 -2.479 -2.045
27 C -1.628 1.951 2.885
28 C -1.366 1.318 1.672
29 C -3.215 -1.803 -1.581
30 C -0.349 -1.944 4.072
31 C -1.098 -0.639 4.313
32 C 3.105 1.508 -1.929
33 C 2.255 3.839 -3.222
34 C -0.834 3.022 3.257
35 C 1.287 2.928 -2.843
36 C 1.487 -1.513 -4.170
37 C 1.071 1.040 4.859
38 C 3.607 3.624 -2.977
39 C -4.651 -0.739 0.134
40 C -3.355 -0.903 -0.451
41 C 0.103 -2.174 1.639
42 C 0.065 -3.804 -4.579
43 C 0.187 3.419 2.405
44 C -0.345 -2.825 -3.689
45 C -2.219 0.126 1.307
46 C 0.370 2.720 1.221
47 C -1.550 -3.323 0.918
48 C -1.114 3.253 -2.013
49 C 4.788 -0.386 -1.871
50 C -1.644 -2.994 -2.927
51 C 1.965 -2.439 -5.082
52 C 3.840 0.556 0.257
53 C 1.339 -1.351 1.672
54 C -5.582 -2.276 -1.455
55 H 2.008 -0.584 -3.965
56 H 0.007 2.238 -5.152
57 H -0.715 1.218 -3.894
58 H -6.448 -2.799 -1.840
59 H -1.005 3.530 4.197
60 H 1.628 -1.167 0.640
61 H 2.956 0.966 0.747
62 H -0.752 3.940 -1.245
63 H 1.170 -0.384 2.150
64 H -2.092 3.607 -2.347
65 H 1.154 3.004 0.524
66 H 2.155 -1.861 2.190
67 H 4.648 1.285 0.347
68 H 4.139 -0.349 0.790
69 H -6.706 -1.248 0.086
70 H -1.107 -0.011 3.424
71 H 4.994 -1.353 -1.409
72 H 5.680 0.230 -1.749
73 H -4.270 -3.164 -2.870
74 H -1.654 2.525 -4.617
75 H 1.590 -4.350 -5.986
76 H -1.242 2.272 -1.557
77 H 4.634 -0.547 -2.940
78 H -0.544 -4.689 -4.695
79 H -4.754 -0.063 0.969
80 H -2.208 -3.822 0.225
81 H -0.612 -2.682 4.820
82 H -2.134 -0.819 4.602
83 H 5.075 2.294 -2.170
84 H -2.426 1.586 3.516
85 H 1.106 2.774 6.147
86 H 2.056 1.409 6.747
87 H 1.944 4.743 -3.732
88 H 0.830 4.254 2.650
89 H 0.729 -1.796 4.113
90 H -0.153 4.206 -3.651
91 H 2.743 -0.468 -1.273
92 H 1.712 0.207 4.566
93 H 2.884 -2.247 -5.617
94 H 2.662 2.381 5.400
95 H 0.739 1.576 3.967
96 H 4.337 4.359 -3.289



C38H43CuF3N2O5P2S2Sb | ωB97M-V with the def2-TZVPD basis set

Values from the calculation:
Total charge   -1
⟨S²⟩   0.76
Energy relative to the best compared isomer or geometry (same formula, charge and spin)   0.298 eV
Frontier orbital gap (alpha / beta)   6.30 / 6.26 eV
Total energy   -5619.103111 Ha
2S+1   2

Element x y z (Å)
1 Sb 3.363 0.306 -0.721
2 Cu -0.363 1.077 -0.564
3 S 1.307 2.592 1.006
4 S 0.861 2.969 -0.983
5 P -1.955 -1.152 0.348
6 P -2.679 2.010 -0.258
7 F 4.919 -3.207 4.218
8 F 5.425 -3.549 -5.289
9 F 8.127 4.372 -1.232
10 O 0.912 -1.534 -0.752
11 O -0.339 -0.213 -2.049
12 O 0.681 3.616 1.814
13 O 0.604 1.259 1.161
14 O 2.731 2.428 1.216
15 N -5.245 1.134 -0.506
16 N -4.699 -1.465 0.390
17 C 5.190 2.410 -1.989
18 C 5.286 -1.319 1.161
19 C -1.705 -2.051 1.966
20 C -2.426 4.506 0.854
21 C 4.563 -1.471 -4.585
22 C 5.063 -3.207 -2.986
23 C -4.036 0.762 -0.182
24 C -3.740 -0.588 0.249
25 C 4.614 -2.426 3.150
26 C 0.427 -1.228 -1.846
27 C -2.197 -2.541 -0.828
28 C -7.035 -1.987 0.292
29 C -2.888 -2.842 2.513
30 C 4.196 -1.071 -2.207
31 C 6.000 1.805 0.170
32 C -3.119 2.962 -1.753
33 C -7.574 0.591 -0.666
34 C 3.318 -1.978 3.004
35 C -8.311 -1.612 -0.007
36 C 5.018 -2.736 -4.280
37 C -5.971 -1.069 0.121
38 C -0.514 -2.984 1.714
39 C 7.121 3.467 -1.106
40 C 5.614 -2.114 2.252
41 C 3.014 -1.183 1.907
42 C -4.571 3.344 1.415
43 C -2.431 2.555 2.412
44 C 4.148 -0.657 -3.540
45 C -8.584 -0.310 -0.493
46 C -1.280 -0.996 2.993
47 C -6.243 0.224 -0.355
48 C 6.214 3.336 -2.135
49 C 7.034 2.726 0.053
50 C 3.991 -0.840 0.974
51 C 4.648 -2.365 -1.960
52 C -3.076 3.155 1.164
53 C 5.073 1.615 -0.851
54 C 0.734 -2.055 -3.078
55 H 3.763 0.328 -3.786
56 H -1.047 -1.481 3.945
57 H -6.797 -2.976 0.662
58 H 6.616 -2.489 2.409
59 H 5.909 1.248 1.094
60 H -3.725 -2.196 2.777
61 H -2.372 3.744 -1.882
62 H 6.306 3.954 -3.017
63 H -4.123 3.385 -1.706
64 H -4.686 4.090 2.206
65 H -0.156 -3.362 2.676
66 H -1.281 -3.122 -0.896
67 H 4.527 -1.144 -5.616
68 H -2.565 -3.370 3.416
69 H -3.253 -3.581 1.799
70 H 1.032 -3.062 -2.788
71 H -3.053 2.286 -2.606
72 H -1.354 2.427 2.303
73 H -2.880 1.591 2.642
74 H 2.001 -0.817 1.775
75 H -5.050 2.425 1.753
76 H -2.398 -2.115 -1.810
77 H 1.573 -1.591 -3.600
78 H -9.126 -2.312 0.123
79 H -2.881 4.981 -0.015
80 H 7.755 2.878 0.844
81 H 0.311 -2.471 1.216
82 H -2.079 -0.281 3.177
83 H -0.402 -0.440 2.658
84 H -2.611 3.216 3.265
85 H -9.603 -0.031 -0.726
86 H -2.577 5.165 1.713
87 H -0.117 -2.078 -3.756
88 H -0.797 -3.841 1.103
89 H 2.568 -2.250 3.735
90 H 5.410 -4.213 -2.793
91 H -7.753 1.594 -1.028
92 H -3.029 -3.177 -0.522
93 H -5.104 3.698 0.530
94 H 6.062 -1.075 0.444
95 H 4.458 2.327 -2.786
96 H 4.664 -2.747 -0.947
97 H -1.349 4.412 0.698



C38H44N3O9PPt | ωB97M-V with the def2-TZVPD basis set

Values from the calculation:
Total charge   -2
Energy relative to the best compared isomer or geometry (same formula, charge and spin)   0.636 eV
Frontier orbital gap   6.55 eV
Total energy   -2776.819345 Ha

Element x y z (Å)
1 Pt -0.017 -1.109 0.084
2 P 3.095 -0.118 -0.286
3 O 3.986 0.546 -1.260
4 O 2.796 0.695 1.035
5 O -0.220 -2.143 -1.610
6 O 0.018 -0.151 1.831
7 O -0.140 2.255 0.376
8 O 1.743 -0.575 -0.808
9 O 3.849 -1.415 0.367
10 O 0.886 4.211 -0.047
11 O 0.037 -3.827 -3.841
12 N -1.668 -1.744 0.875
13 N -2.313 1.745 -0.889
14 N -2.054 -1.136 2.063
15 C -0.764 3.455 -1.579
16 C -2.377 4.016 -3.798
17 C -3.278 -0.109 -2.207
18 C -0.795 2.576 4.790
19 C -2.771 3.052 -2.884
20 C 4.096 -2.646 -0.328
21 C -2.343 -2.742 0.433
22 C -1.100 -0.317 2.437
23 C -2.921 -4.568 -1.037
24 C -4.335 -2.004 -3.500
25 C 0.085 3.296 -0.302
26 C -2.230 0.018 -3.276
27 C 2.995 2.727 2.198
28 C -2.428 1.061 5.699
29 C -1.951 2.715 -1.798
30 C 2.884 -3.562 -0.175
31 C -1.173 4.689 -3.634
32 C 3.694 1.408 1.903
33 C -4.249 -1.116 -2.286
34 C -1.700 2.242 5.789
35 C -2.780 -5.352 -2.153
36 C 5.061 1.656 1.275
37 C -1.047 -3.139 -1.717
38 C -0.927 -3.971 -2.877
39 C 4.413 -2.426 -1.806
40 C 3.826 0.555 3.160
41 C -2.077 -3.468 -0.793
42 C -3.235 0.710 -1.063
43 C -5.108 -1.348 -1.218
44 C -5.011 -0.589 -0.061
45 C -0.603 1.728 3.710
46 C -4.093 0.440 0.007
47 C -0.400 4.412 -2.512
48 C 0.771 -2.616 -4.044
49 C 5.307 -3.243 0.380
50 C -1.773 -5.040 -3.072
51 C -2.246 0.213 4.617
52 C -1.324 0.540 3.628
53 H 2.797 3.277 1.278
54 H 2.835 0.368 3.576
55 H -0.855 5.434 -4.355
56 H -3.493 -2.700 -3.539
57 H 3.005 -4.462 -0.783
58 H -1.626 -5.635 -3.966
59 H 0.105 -1.795 -4.313
60 H 3.608 -1.886 -2.302
61 H -5.252 -2.595 -3.475
62 H 1.980 -3.045 -0.493
63 H 0.515 4.955 -2.310
64 H -3.697 -4.785 -0.311
65 H 5.089 -3.366 1.442
66 H -2.812 -0.704 4.521
67 H -1.288 0.348 -2.837
68 H 5.324 -1.838 -1.923
69 H 5.677 2.202 1.996
70 H 2.761 -3.856 0.870
71 H 0.064 1.975 2.891
72 H -2.059 -0.944 -3.755
73 H -1.609 1.694 -0.124
74 H 4.284 -0.404 2.911
75 H 2.025 2.532 2.655
76 H 5.559 -4.218 -0.044
77 H -3.437 -6.195 -2.328
78 H 5.556 0.717 1.025
79 H -4.006 1.053 0.896
80 H 3.600 3.333 2.879
81 H -0.242 3.507 4.843
82 H -3.020 4.242 -4.642
83 H 1.346 -2.321 -3.174
84 H 1.430 -2.838 -4.883
85 H 6.165 -2.577 0.275
86 H -5.656 -0.794 0.786
87 H -4.324 -1.425 -4.426
88 H 4.440 1.065 3.907
89 H 4.538 -3.397 -2.294
90 H -3.192 -3.052 1.036
91 H -1.849 2.907 6.633
92 H -2.500 0.743 -4.049
93 H -3.719 2.539 -3.004
94 H -5.837 -2.149 -1.288
95 H -3.140 0.802 6.474
96 H 4.965 2.236 0.360



C38H45BF6N4O9S2 | ωB97M-V with the def2-TZVPD basis set

Values from the calculation:
Frontier orbital gap   7.41 eV
Total energy   -3791.586713 Ha
Structure (SMILES)   CCSCc1c(C(=O)C(F)(F)C(F)(F)C(F)(F)C(=O)O)c(S)c(N)c2c1C(=O)c1c(OC[C@@H](C)O)ccc(CB(O)O)c1C2=O.CCCC#N.CCCC#N.CCCC#N

Element x y z (Å)
1 S -2.299 0.704 0.752
2 S -4.361 7.047 0.944
3 F -7.508 3.526 -1.990
4 F -6.458 1.596 -1.599
5 F -4.246 2.716 -0.879
6 F -6.846 3.126 0.692
7 F -4.839 4.699 -1.705
8 F -6.590 5.190 0.065
9 O 1.660 0.595 0.211
10 O 0.820 5.990 -3.013
11 O 2.138 -2.403 0.128
12 O -4.969 2.025 -3.820
13 O -5.314 4.044 2.644
14 O -6.269 3.731 -4.351
15 O 0.145 1.918 2.300
16 O 1.219 6.471 1.107
17 O 3.006 6.063 -4.047
18 N 3.393 -3.295 5.116
19 N -1.277 -4.265 3.056
20 N 0.844 -3.846 -3.506
21 N -1.346 7.509 0.515
22 C 0.097 2.780 1.460
23 C 2.863 5.953 -1.407
24 C 1.110 -4.940 3.912
25 C 2.948 2.158 -1.109
26 C 0.734 5.427 0.736
27 C -1.952 -2.052 1.250
28 C -5.909 4.044 0.316
29 C -2.136 -0.683 1.958
30 C -5.766 2.832 -3.458
31 C -3.394 4.482 1.338
32 C 1.520 4.313 0.057
33 C 6.561 -4.695 4.894
34 C 1.166 -6.989 2.395
35 C 1.069 -4.743 -5.967
36 C -2.440 3.441 1.476
37 C -2.928 2.041 1.839
38 C 2.509 4.532 -0.907
39 C -3.049 5.820 1.037
40 C 1.228 2.959 0.432
41 C -5.264 3.580 -1.030
42 C -1.687 6.154 0.821
43 C 1.863 -5.698 2.816
44 C -0.752 5.109 0.962
45 C 5.886 -5.996 4.478
46 C 0.565 -2.463 -1.753
47 C 3.233 3.468 -1.509
48 C -4.906 4.196 1.525
49 C -6.309 2.889 -1.979
50 C -0.272 -4.624 -6.700
51 C 1.939 1.884 -0.135
52 C 1.638 -0.297 -0.930
53 C -1.069 3.770 1.301
54 C -0.233 -4.565 3.432
55 C 4.439 -3.580 5.494
56 C 5.786 -3.939 5.978
57 C -1.383 -5.432 -6.038
58 C 1.065 -1.671 -0.487
59 C 0.942 -4.241 -4.585
60 B 2.227 6.018 -2.879
61 H -6.499 4.561 -3.903
62 H 6.679 -4.058 4.014
63 H 6.486 -6.514 3.729
64 H 5.686 -4.552 6.875
65 H 5.762 -6.665 5.334
66 H -4.345 7.524 -0.327
67 H 2.882 5.199 -4.472
68 H -1.589 -5.077 -5.027
69 H 1.026 0.193 -1.711
70 H 2.370 6.739 -0.817
71 H 2.866 -5.937 3.177
72 H -1.748 -1.956 0.171
73 H -2.797 -2.727 1.454
74 H 0.566 5.096 -3.291
75 H -3.084 -0.688 2.524
76 H -0.144 -4.968 -7.728
77 H 3.949 6.096 -1.510
78 H -0.655 7.547 -0.228
79 H 6.315 -3.025 6.250
80 H 4.904 -5.815 4.040
81 H -1.082 -2.535 1.716
82 H 1.833 -4.161 -6.483
83 H 0.182 -6.791 1.967
84 H 0.747 -1.880 -2.668
85 H -4.030 1.989 1.765
86 H 1.041 -7.663 3.246
87 H 0.302 -1.485 0.279
88 H 7.564 -4.917 5.266
89 H 1.009 -5.558 4.807
90 H 1.398 -5.783 -5.936
91 H -0.946 7.922 1.355
92 H 2.711 -2.672 -0.604
93 H 3.525 1.358 -1.587
94 H -2.309 -5.342 -6.608
95 H 3.983 3.693 -2.276
96 H 1.655 -4.037 4.184
97 H 1.981 -5.056 1.939
98 H -2.703 1.795 2.895
99 H -1.120 -6.490 -5.984
100 H 2.669 -0.508 -1.281
101 H -0.574 -3.575 -6.748
102 H 1.753 -7.508 1.636
103 H -1.310 -0.431 2.649
104 H -0.509 -2.686 -1.644
105 H 1.108 -3.388 -1.774



> What is the total energy in the third record?

-2776.819345 Ha